Entry 1:
Density functional theory data (ωB97M-V/def2-TZVPD) for a gas-phase ion, C4H10N4OS (charge +2) in a non-equilibrium geometry.

- total energy (eV) = -23131.28282
- HOMO-LUMO gap (spin up / spin down) (eV) = 8.4204 / 8.4210
- ΔE to the lowest compared entry with this formula, charge and spin (kcal per mole) = 94.8
- total charge = +2

Last column: Löwdin charge in e.
Element x y z (Å)
C1 -0.55555 1.48091 0.16422  -0.37
C2 1.07987 -0.24570 -0.31790  -0.10
C3 3.48049 -1.01858 -0.50222  0.13
C4 -3.14617 -1.09291 0.40923  -0.16
N1 -1.68194 0.86801 -0.02108  -0.15
N2 0.81595 1.01168 -0.12263  0.25
N3 -0.60498 -1.46279 -0.25957  -0.11
N4 -0.55355 2.66717 0.75983  0.25
O1 2.03427 -0.96525 -0.31131  0.10
S1 -1.90439 -0.57216 -0.83491  1.10
H1 3.67528 -1.91104 -1.16537  0.15
H2 3.78572 -1.20307 0.50475  0.11
H3 3.77971 -0.01340 -0.87540  0.13
H4 -3.10744 -0.26320 1.14157  0.07
H5 -2.91535 -2.14109 0.71588  0.09
H6 -4.05542 -0.96906 -0.19948  0.07
H7 1.52372 1.67415 -0.05157  0.16
H8 -0.41059 -2.15819 -0.92112  0.03
H9 -1.40739 2.98616 1.02402  0.11
H10 0.16777 3.32834 0.86308  0.14



Entry 2:
Density functional theory data (ωB97M-V/def2-TZVPD) for 2 unconnected molecules or ions with the total composition C4H10N6O4S in a non-equilibrium geometry.

- total energy (eV) = -32269.67670
- HOMO-LUMO gap (eV) = 8.3359
- ΔE to the lowest compared entry with this formula, charge and spin (kcal per mole) = 0.0
- total charge = 0

Last column: Löwdin charge in e.
Element x y z (Å)
C1 1.38667 -1.65280 1.07275  -0.19
C2 -2.20130 0.53174 -2.87929  -0.04
C3 -0.82196 0.63832 2.81228  -0.09
C4 1.20572 -0.56145 2.00230  -0.27
N1 1.41549 -2.50581 0.30990  0.20
N2 0.73026 -1.27251 -2.16588  0.09
N3 -0.83342 0.19196 -2.62183  -0.09
N4 -0.06474 -0.02366 1.79148  -0.29
N5 -0.50247 -1.01457 -2.40119  0.00
N6 2.33976 0.47973 1.71911  -0.39
O1 3.37221 0.04114 1.28275  0.09
O2 2.10132 1.60913 2.03869  0.11
O3 -1.35083 1.24829 -0.03664  -0.44
O4 0.97357 0.53570 -0.44843  -0.47
S1 -0.39812 0.14528 0.07098  0.76
H1 -2.58737 1.12005 -2.03995  0.08
H2 -2.26220 1.12639 -3.79340  0.09
H3 -2.77643 -0.38534 -2.98719  0.10
H4 -1.22180 -0.08540 3.53061  0.09
H5 -0.23579 1.39759 3.33563  0.09
H6 -1.64659 1.12952 2.29794  0.07
H7 1.38145 -0.88273 3.03763  0.18
H8 1.27158 -0.52865 -1.63897  0.08
H9 0.92060 -2.23721 -1.92109  0.10
H10 -0.19561 0.95529 -2.36818  0.15



Entry 3:
Density functional theory data (ωB97M-V/def2-TZVPD) for a gas-phase ion, C4H10NO (charge -1) in a non-equilibrium geometry.

- total energy (eV) = -7846.78235
- HOMO-LUMO gap (eV) = 6.6972
- ΔE to the lowest compared entry with this formula, charge and spin (kcal per mole) = 17.4
- SMILES = CCCNC[O-]
- total charge = -1

Last column: Löwdin charge in e.
Element x y z (Å)
C1 2.36736 -0.02918 1.09812  -0.14
C2 1.90751 -0.13072 -0.34289  -0.29
C3 0.40288 -0.37956 -0.49410  -0.36
N1 -0.39591 0.64872 0.12293  -0.08
C4 -1.97696 0.39216 -0.42583  -0.57
O1 -2.57505 -0.58065 0.13093  -0.27
H1 1.73435 -0.72122 1.67051  0.07
H2 3.39141 -0.18657 1.40975  0.05
H3 2.03738 0.90343 1.55650  0.05
H4 2.20760 0.70638 -0.97811  0.09
H5 2.42544 -0.96470 -0.83757  0.09
H6 0.10816 -1.30039 0.01182  0.11
H7 0.27434 -0.48376 -1.58558  0.09
H8 -0.24030 1.54426 -0.34209  0.05
H9 -2.34573 1.44725 -0.34487  0.06
H10 -1.69231 0.25383 -1.50810  0.06



Entry 4:
Density functional theory data (ωB97M-V/def2-TZVPD) for a molecular structure, C4H10NO in a non-equilibrium geometry.

- 2S+1 = 2
- total energy (eV) = -7841.34710
- HOMO-LUMO gap (spin up / spin down) (eV) = 3.4287 / 6.8254
- ΔE to the lowest compared entry with this formula, charge and spin (kcal per mole) = 37.6
- ⟨S²⟩ = 0.7505
- total charge = -2

Last column: Löwdin charge in e.
Element x y z (Å)
C1 1.59743 0.21801 -0.05241  -0.25
N1 4.10445 -0.65605 -0.52340  -0.15
C2 2.70964 -0.86501 0.16635  -0.71
C3 -3.70284 1.01773 0.42653  -0.14
C4 -4.56401 0.04705 -0.02904  -0.61
O1 -5.46988 -0.58531 0.60689  -0.26
H1 0.70581 -0.32297 -0.38743  0.05
H2 1.95528 0.83554 -0.86853  0.03
H3 1.47797 0.72662 0.90326  0.03
H4 3.80052 0.01066 0.34096  -0.01
H5 2.30437 -1.75985 -0.36494  0.04
H6 2.71341 -1.29064 1.16230  0.04
H7 -3.12893 1.51512 -0.33911  -0.03
H8 -3.76507 1.40738 1.44042  -0.01
H9 -4.53234 -0.15582 -1.12540  0.06
H10 3.79420 -0.14248 -1.35645  -0.05